17
Properties=species:S:1:pos:R:3:forces:R:3 method="wB97M-V/def2-TZVPD" fmax_ev_per_a=9.397 multiplicity=1 homo_lumo_gap_ha=0.343 e_tot_ev=-11370.7307 relative_energy_kj_mol=831.3
C -0.569471 -0.800470 0.341541 0.8 0.7 2.2
C 1.225629 1.353872 -0.013741 0.9 1.0 -1.6
C 0.952666 -1.191413 0.207052 1.6 -4.8 -4.5
H -0.793296 -0.942499 2.195185 0.5 1.1 1.7
C -0.729540 0.146875 -0.719604 2.5 -1.2 -4.9
C -0.038383 1.506195 -0.611276 2.5 -0.7 1.6
H 2.741003 -0.074358 -0.199523 -3.7 -0.2 3.5
H 0.057171 -0.388476 -1.555374 -2.7 1.4 1.3
H 2.280014 2.150853 -0.229697 -3.9 -2.4 1.1
H -2.525441 -1.403749 -1.271211 2.4 -0.2 1.0
H -2.658497 -0.305819 -0.014088 -0.8 0.4 1.9
O 1.476296 -2.331526 -0.469867 -3.0 7.5 4.8
H -0.119032 0.792784 1.701389 -2.2 -3.6 0.6
C -1.908715 -0.891792 -0.445881 0.9 1.6 -2.3
N -0.837222 -0.106566 1.626259 1.4 1.0 -1.3
N 1.733747 0.022853 0.566956 2.7 -0.7 -5.5
H -0.286933 2.463242 -1.108112 0.0 -0.9 0.4